107
Properties=species:S:1:pos:R:3 method="wB97M-V/def2-TZVPD" lumo_ev=-2.22 total_energy_ev=-141366.490 homo_lumo_gap_ev=8.33 total_charge=+1
Y 15.344 13.488 11.472
Cl 16.966 14.554 13.993
C 16.124 13.481 15.203
C 15.565 12.310 14.459
O 15.737 11.211 14.905
O 14.911 12.610 13.385
H 15.349 14.021 15.623
H 16.797 13.138 15.941
C 14.650 20.682 11.626
C 14.261 20.042 12.754
C 13.939 18.691 12.716
C 13.923 17.942 11.530
C 14.322 18.633 10.417
C 14.549 20.008 10.421
C 13.712 16.471 11.452
C 14.627 15.595 11.022
C 16.011 15.946 10.663
C 16.519 15.374 9.536
C 17.864 15.567 9.205
C 18.708 16.221 10.066
C 18.166 16.828 11.247
C 16.843 16.719 11.530
H 14.964 21.687 11.502
H 14.171 20.565 13.708
H 13.674 18.218 13.682
H 14.374 18.191 9.430
H 14.864 20.425 9.454
H 12.809 16.095 11.919
H 15.852 14.819 8.917
H 18.183 15.269 8.201
H 19.729 16.461 9.797
H 18.797 17.450 11.847
H 16.404 17.176 12.340
C 19.637 12.468 11.007
C 20.700 11.342 10.901
As 22.428 12.231 11.210
C 22.599 12.853 9.388
C 22.787 11.958 8.358
C 22.854 12.323 7.018
C 22.750 13.700 6.713
C 22.541 14.622 7.727
C 22.487 14.226 9.071
C 23.661 10.703 11.279
C 23.417 9.444 10.761
C 24.341 8.432 10.940
C 25.463 8.627 11.732
C 25.607 9.849 12.396
C 24.740 10.872 12.162
P 17.996 11.943 10.540
C 17.988 12.063 8.788
C 19.001 12.692 8.074
C 18.894 12.749 6.676
C 17.745 12.447 6.022
C 16.730 11.875 6.699
C 16.810 11.717 8.103
C 18.038 10.089 10.905
C 18.108 9.805 12.258
C 18.155 8.502 12.687
C 18.294 7.480 11.781
C 18.384 7.746 10.412
C 18.324 9.066 9.988
H 19.821 13.355 10.442
H 19.636 12.815 12.088
H 20.707 10.869 9.944
H 20.530 10.526 11.725
H 22.925 10.886 8.615
H 23.039 11.536 6.276
H 22.978 14.052 5.692
H 22.419 15.708 7.565
H 22.309 14.977 9.874
H 22.533 9.211 10.175
H 24.057 7.466 10.513
H 26.182 7.807 11.902
H 26.515 10.014 13.002
H 24.809 11.757 12.750
H 19.945 12.962 8.572
H 19.733 13.225 6.140
H 17.796 12.639 4.965
H 15.742 11.575 6.218
H 15.996 11.143 8.628
H 17.841 10.706 12.929
H 18.215 8.231 13.706
H 18.405 6.442 12.134
H 18.426 7.001 9.724
H 18.284 9.366 8.961
C 13.422 8.073 8.215
C 12.446 9.193 8.713
N 13.037 9.925 9.842
C 13.439 9.102 10.966
C 14.913 8.548 10.916
C 13.283 11.261 9.854
C 12.639 12.155 8.810
N 13.952 11.877 10.830
H 13.012 7.623 7.334
H 13.537 7.344 8.987
H 14.375 8.564 8.060
H 11.461 8.909 9.012
H 12.151 9.903 7.892
H 12.704 8.227 10.897
H 13.198 9.701 11.895
H 15.266 8.386 11.942
H 15.598 9.295 10.437
H 15.043 7.520 10.494
H 12.988 12.087 7.778
H 12.864 13.132 9.132
H 11.549 11.990 8.872
H 14.192 11.158 11.498


115
Properties=species:S:1:pos:R:3 method="wB97M-V/def2-TZVPD" lumo_ev=0.53 total_energy_ev=-82575.270 homo_lumo_gap_ev=9.48
C -1.735 0.341 1.557
C -1.342 -1.159 1.637
B -0.170 -1.295 2.679
O -0.405 -1.702 3.976
B 1.394 -0.882 2.117
O 2.504 -1.678 2.354
B 3.620 -1.371 1.625
O 3.470 -0.711 0.424
B 2.690 0.410 0.634
C 3.090 1.841 0.138
C 2.895 2.814 1.334
C 3.563 4.164 1.044
O 4.181 4.784 2.153
C 3.363 4.860 3.300
O 1.536 0.292 1.386
H -2.774 0.496 1.811
H -1.105 0.931 2.218
H -1.542 0.725 0.564
H -0.939 -1.457 0.678
H -2.189 -1.776 1.912
H -0.255 -0.973 4.611
H 4.709 -1.593 2.040
H 4.129 1.860 -0.172
H 2.468 2.144 -0.699
H 1.829 2.911 1.488
H 3.352 2.340 2.196
H 4.306 3.977 0.286
H 2.802 4.823 0.618
H 3.708 5.683 3.914
H 2.315 5.029 3.054
H 3.422 3.953 3.898
F -2.252 -2.682 -0.863
C -1.806 -3.730 -1.586
C -1.337 -4.848 -0.926
C -0.887 -5.927 -1.672
C -0.903 -5.872 -3.058
C -1.376 -4.737 -3.702
C -1.835 -3.656 -2.964
H -1.329 -4.871 0.156
H -0.524 -6.811 -1.167
H -0.549 -6.715 -3.637
H -1.387 -4.691 -4.782
H -2.213 -2.764 -3.446
F 4.891 3.961 -2.576
C 6.192 3.622 -2.438
C 6.819 3.888 -1.239
C 8.150 3.533 -1.086
C 8.834 2.930 -2.133
C 8.182 2.676 -3.333
C 6.847 3.019 -3.490
H 6.270 4.367 -0.440
H 8.653 3.727 -0.149
H 9.873 2.657 -2.014
H 8.714 2.208 -4.150
H 6.318 2.822 -4.413
F -3.397 -6.507 1.137
C -4.529 -5.777 1.249
C -4.719 -4.705 0.402
C -5.884 -3.961 0.519
C -6.831 -4.292 1.478
C -6.614 -5.373 2.321
C -5.457 -6.129 2.208
H -3.967 -4.459 -0.333
H -6.050 -3.120 -0.141
H -7.736 -3.706 1.569
H -7.349 -5.631 3.073
H -5.275 -6.978 2.850
F -1.936 6.181 -3.655
C -0.631 5.861 -3.536
C 0.024 6.144 -2.355
C 1.365 5.808 -2.239
C 2.032 5.205 -3.296
C 1.352 4.933 -4.476
C 0.009 5.258 -4.599
H -0.512 6.621 -1.545
H 1.892 6.019 -1.318
H 3.076 4.949 -3.201
H 1.868 4.466 -5.304
H -0.539 5.048 -5.506
F -5.225 -8.146 4.558
C -5.369 -9.490 4.562
C -4.382 -10.266 5.132
C -4.537 -11.644 5.135
C -5.664 -12.222 4.568
C -6.642 -11.420 3.997
C -6.500 -10.040 3.995
H -3.509 -9.794 5.563
H -3.775 -12.267 5.582
H -5.779 -13.297 4.570
H -7.519 -11.868 3.551
H -7.253 -9.396 3.561
F 0.164 5.742 -8.963
C -1.007 6.409 -8.991
C -1.175 7.430 -9.903
C -2.384 8.110 -9.928
C -3.397 7.768 -9.043
C -3.204 6.740 -8.131
C -2.002 6.050 -8.105
H -0.370 7.685 -10.579
H -2.534 8.910 -10.640
H -4.337 8.304 -9.064
H -3.989 6.474 -7.437
H -1.834 5.240 -7.409
F -0.176 0.850 5.344
C 1.007 1.138 5.951
C 0.987 1.735 7.193
C 2.194 2.027 7.808
C 3.393 1.727 7.175
C 3.385 1.128 5.923
C 2.183 0.826 5.302
H 0.041 1.965 7.664
H 2.199 2.491 8.785
H 4.332 1.959 7.658
H 4.317 0.894 5.427
H 2.155 0.354 4.330